The following is a DFT calculation (ωB97M-V/def2-TZVPD) of a structure of composition C38H70F24K3N4O31S8.

Frontier orbital gap: 6.230 eV
E_tot: -310832.7098 eV
Total charge: -1
ΔE to the lowest compared entry with this formula, charge and spin: 319.0 kcal/mol

Structure (XYZ):
```
178
Properties=species:S:1:pos:R:3:forces:R:3
K 4.69151 0.74362 -5.73712 -0.03 0.19 0.02
K -1.74864 -3.31344 -2.98405 -0.14 -0.05 0.05
K 1.21736 1.41744 6.09239 0.47 -0.47 -0.23
C -9.22014 -9.85119 4.03206 1.79 -2.06 1.35
F -10.13095 -9.00927 4.31022 -1.78 2.19 0.75
F -9.83111 -11.06854 4.01259 0.74 0.29 -0.34
F -8.68682 -9.56056 2.87613 0.24 -0.20 -1.01
S -7.81270 -9.90304 5.36220 -1.20 -0.06 3.44
O -8.51371 -10.10066 6.68791 1.48 0.58 -3.70
O -6.91172 -10.96875 4.90897 -1.48 1.65 0.28
N -7.19233 -8.27870 5.36386 -0.86 -3.68 -0.59
S -5.76962 -8.46051 4.68206 3.13 1.18 -1.47
O -4.79682 -9.30532 5.38591 -1.27 1.27 -0.83
O -5.73857 -8.50585 3.19908 -0.32 0.00 2.24
C -5.15169 -6.66006 5.03537 -0.33 -0.90 1.43
F -6.11853 -5.75156 4.75881 0.98 -0.28 -0.34
F -4.80549 -6.47597 6.33928 -0.71 -0.26 -0.34
F -4.01073 -6.43955 4.39179 -0.44 0.34 -0.93
C 2.65124 -3.06356 7.43531 0.79 -0.81 -1.73
F 2.57002 -4.41395 7.62354 0.20 1.78 0.15
F 2.10335 -2.81359 6.20572 0.65 -0.12 0.88
F 1.94059 -2.40755 8.31226 -0.75 0.10 0.79
S 4.47688 -2.44184 7.59852 -0.77 0.59 4.51
O 4.63307 -2.22768 9.08202 -0.87 -0.02 -3.73
O 5.28613 -3.50627 7.07881 -0.48 0.66 -0.71
N 4.37994 -0.89659 6.78893 -0.65 -3.17 1.74
S 5.62977 -1.01507 5.86781 2.20 0.92 -3.57
O 6.88427 -1.21012 6.54143 -0.04 0.68 0.42
O 5.50502 -1.80760 4.65569 -0.57 0.91 0.67
C 5.63814 0.83278 5.25131 0.15 -2.08 1.23
F 4.48789 1.16646 4.65966 -0.32 0.07 -0.74
F 5.78022 1.66580 6.26344 0.06 0.71 1.03
F 6.67812 1.00474 4.46644 0.04 0.10 -0.91
C -0.97489 1.43958 -1.31468 -0.60 -1.38 0.02
F -1.82706 1.44346 -0.32953 -0.53 0.07 1.82
F -1.53615 0.60115 -2.20700 0.51 0.00 -0.90
F -0.92250 2.65652 -1.78269 0.46 0.75 -0.81
S 0.71108 0.86628 -0.82438 0.70 0.44 0.59
O 1.51158 1.07777 -2.00612 -0.62 -0.42 0.04
O 1.04947 1.71177 0.33047 -1.04 -1.47 -1.68
N 0.41615 -0.86731 -0.51283 -1.13 4.03 -2.04
S 1.56818 -1.06469 0.47249 2.68 -1.26 5.54
O 2.88457 -0.66528 0.02395 -0.38 -0.74 -0.68
O 1.32620 -0.58577 1.85244 -0.32 -1.42 -1.76
C 1.50546 -3.00445 0.54288 0.38 0.59 1.32
F 0.25125 -3.43958 0.89334 1.26 0.34 -0.85
F 1.88296 -3.48252 -0.64760 -0.59 -0.20 0.28
F 2.36558 -3.48846 1.48053 -0.94 0.69 -1.06
C 0.93836 -0.76104 -8.82877 0.86 -2.41 0.76
F -0.21782 -0.65846 -9.42635 -0.75 -0.27 -0.50
F 1.90738 -0.52902 -9.68279 0.72 0.55 -0.73
F 0.96802 0.12268 -7.86230 0.30 0.97 1.06
S 1.18992 -2.56892 -8.12935 -1.39 0.74 -1.85
O -0.00432 -2.71031 -7.32069 0.94 0.41 0.26
O 1.23641 -3.43452 -9.30769 0.35 1.48 1.40
N 2.69528 -2.46901 -7.29544 -3.13 1.29 -1.70
S 2.82257 -3.96713 -6.93082 2.45 -5.52 3.52
O 1.82358 -4.51465 -5.95245 1.81 1.53 -1.98
O 3.23023 -4.88806 -7.98327 -0.54 1.04 0.62
C 4.49495 -3.94932 -5.85159 -2.70 1.16 -2.49
F 5.46263 -3.22113 -6.47915 0.08 -0.83 0.22
F 4.25110 -3.33877 -4.72306 0.12 0.42 1.54
F 4.80783 -5.19947 -5.66024 0.88 -0.20 0.13
C -5.75638 -4.80638 -4.90948 1.20 -0.86 1.01
O -4.82583 -5.19013 -3.85173 -1.00 -0.36 0.45
C -5.45839 -5.99086 -2.79419 -0.06 1.02 -0.65
C -6.09237 -5.10686 -1.72973 -0.08 -0.38 0.33
O -5.10663 -4.22309 -1.25455 -0.92 -0.23 -0.13
C -5.71077 -3.10891 -0.60825 2.64 -0.26 -0.65
C -6.26588 -2.10463 -1.60418 -0.61 0.48 -0.51
O -5.61660 -2.06896 -2.90126 -0.99 0.50 0.58
C -6.29850 -1.23915 -3.88829 1.38 -0.48 -0.23
H -6.62714 -4.27236 -4.52908 0.04 0.06 0.05
H -6.04352 -5.73866 -5.39579 -0.32 0.14 -0.29
H -5.16979 -4.19229 -5.59277 -0.23 0.03 0.01
H -4.69128 -6.60510 -2.32265 0.18 0.18 -0.16
H -6.20271 -6.66347 -3.22043 -0.07 -0.06 -0.12
H -6.47487 -5.66863 -0.87756 0.31 -0.81 0.12
H -7.01082 -4.57572 -1.97963 0.12 0.31 -1.04
H -4.78378 -2.80005 -0.12512 -0.48 1.12 0.52
H -6.44713 -3.36797 0.15251 -0.14 -0.13 -0.04
H -6.21278 -1.12635 -1.12643 0.07 0.28 -0.04
H -7.33078 -2.30985 -1.71351 -0.19 -0.04 -0.41
H -6.93201 -1.79385 -4.58044 -0.49 -0.41 0.56
H -5.50077 -0.91262 -4.55546 0.18 0.24 0.13
H -6.80453 -0.33748 -3.54331 -0.03 -0.24 0.56
C -8.61385 4.35547 1.67922 -0.68 0.19 0.52
O -9.17690 5.51143 2.35325 0.24 -0.60 -0.88
C -10.10507 5.12648 3.34057 -0.25 -0.33 0.53
C -10.75713 6.25061 4.09840 -0.27 0.32 -0.61
O -11.51653 6.97755 3.15841 -1.59 0.52 0.09
C -12.36204 8.02871 3.68762 1.86 0.29 0.99
C -13.11560 7.92158 5.03609 -1.16 -0.74 -0.40
O -12.33261 7.61862 6.14406 1.27 -1.35 0.13
C -12.96389 7.55884 7.41804 0.50 1.38 -0.30
H -9.33485 3.62156 1.31917 -0.83 0.14 0.34
H -8.00621 3.80019 2.39373 0.53 0.11 -0.18
H -8.12354 4.60767 0.73895 0.49 0.65 0.55
H -9.61676 4.55887 4.13271 0.23 -0.63 -0.05
H -10.92106 4.55464 2.89870 0.05 -0.37 -0.14
H -10.00407 6.83413 4.62802 0.06 0.49 -0.06
H -11.46740 5.88470 4.83983 0.44 -0.57 0.18
H -13.05852 8.34539 2.91126 0.06 -0.25 0.04
H -11.62658 8.81445 3.86028 -0.21 0.69 -0.06
H -13.94138 7.21243 4.97876 -0.14 -0.50 -0.21
H -13.63280 8.86434 5.21440 0.08 0.59 -0.31
H -13.92760 7.05584 7.49774 -0.16 0.05 -0.57
H -13.00879 8.62295 7.64987 -0.81 0.03 0.84
H -12.31434 7.10166 8.16447 0.31 -0.13 -0.43
C 4.62318 13.95350 1.24393 0.89 0.01 1.13
O 4.63855 12.71442 1.96305 -0.75 -0.15 -0.62
C 3.41088 12.44490 2.72598 2.36 -0.32 -1.25
C 3.54490 11.01848 3.35001 -0.83 0.37 -1.84
O 3.73124 9.88795 2.43249 2.12 0.42 2.27
C 2.93521 9.63746 1.31893 -0.26 0.71 0.01
C 3.35021 8.33068 0.59223 1.25 -0.10 0.57
O 4.63510 8.51724 0.00186 0.04 1.69 0.37
C 5.15796 7.45961 -0.74652 -1.19 0.05 0.04
H 4.67904 14.75354 1.98211 -0.84 0.43 0.09
H 3.84162 14.09466 0.49738 -0.36 -0.24 0.25
H 5.57699 14.13352 0.74801 0.12 -0.84 -0.25
H 2.57371 12.56567 2.03847 -0.31 -0.14 0.18
H 3.42092 13.22697 3.48517 -0.63 -0.22 0.46
H 2.61512 10.90307 3.90706 -0.17 -0.36 0.24
H 4.38491 11.03828 4.04434 0.02 -0.38 -0.30
H 3.08553 10.50982 0.68294 -0.49 -0.15 -0.72
H 1.93462 9.61493 1.75069 -0.72 -0.37 -0.89
H 2.66691 7.91844 -0.15023 -0.54 0.65 -0.21
H 3.45173 7.52091 1.31477 -0.10 -0.05 0.51
H 4.46259 7.29171 -1.56893 -0.12 -0.64 -0.26
H 5.21384 6.59585 -0.08402 0.40 -0.45 -0.36
H 6.09887 7.73797 -1.22118 0.12 0.07 0.56
C 3.04958 4.90050 -5.99911 -0.93 0.56 -1.15
O 4.07572 4.18701 -6.62377 1.66 -0.32 -0.26
C 4.84087 4.94444 -7.60010 -0.83 0.45 1.41
C 6.07864 4.17903 -7.97859 0.36 -1.08 0.65
O 6.71789 3.60737 -6.80614 -0.25 -1.59 -1.17
C 7.53628 4.43180 -6.01344 -1.27 1.06 0.13
C 8.06780 3.72610 -4.75474 0.24 -0.75 -0.40
O 7.04635 3.04568 -4.05593 -0.03 -0.80 1.02
C 7.46296 2.05224 -3.03658 -1.32 0.31 -1.12
H 2.61260 5.51959 -6.78262 -0.67 0.14 -0.03
H 3.28699 5.61949 -5.21501 0.71 -0.37 0.34
H 2.30213 4.17940 -5.66834 0.09 0.14 0.19
H 5.15326 5.90572 -7.19213 -0.10 0.17 0.47
H 4.14378 5.20262 -8.39729 0.30 -0.24 -0.58
H 6.79007 4.74690 -8.57815 -0.03 0.45 0.15
H 5.79810 3.34280 -8.61901 0.08 -0.30 0.24
H 6.85251 5.25196 -5.79457 0.47 0.57 0.79
H 8.34627 4.82528 -6.62759 0.42 0.02 0.21
H 8.59504 4.37535 -4.05575 -0.11 0.66 -0.25
H 8.84197 3.04324 -5.10469 0.05 -0.51 -0.06
H 6.61064 1.88478 -2.37809 -0.09 0.65 0.12
H 8.32470 2.28710 -2.41180 0.14 0.25 -0.46
H 7.51565 1.08131 -3.52913 0.89 -0.04 -0.18
C 10.55599 -7.92329 0.38829 -2.08 0.41 0.04
O 9.14353 -8.11003 0.71081 1.01 -0.97 0.34
C 8.32985 -6.99428 0.78936 -1.19 1.00 -0.55
C 6.81583 -7.31166 1.00234 0.27 -0.75 -0.43
O 6.46036 -8.46069 0.20188 2.73 1.73 0.61
C 5.15822 -8.57806 -0.14539 -0.78 -2.59 0.29
C 4.90819 -10.15386 -0.07754 -0.05 2.32 0.12
O 5.18177 -10.62666 1.21846 -0.01 0.44 -0.42
C 4.11720 -10.52891 2.10376 -0.70 -1.07 1.17
H 10.58219 -7.05902 -0.27538 0.55 0.11 -0.05
H 10.88434 -8.81214 -0.15045 -0.06 0.04 0.16
H 11.14004 -7.77042 1.29582 0.05 0.10 -0.04
H 8.31052 -6.41310 -0.13257 0.23 -0.39 -0.96
H 8.66235 -6.17619 1.42831 0.12 -0.37 1.12
H 6.27275 -6.41626 0.69996 -0.02 0.18 -0.47
H 6.42008 -7.48237 2.00351 0.69 -0.29 0.45
H 4.96598 -8.22784 -1.15953 -0.31 0.29 -0.11
H 4.51355 -8.12578 0.60824 -0.39 0.27 -0.15
H 5.60288 -10.67122 -0.73925 -0.31 0.09 -0.19
H 3.85270 -10.20233 -0.34531 -0.19 -0.97 -0.17
H 3.26822 -11.12420 1.76765 -0.15 -0.28 -0.19
H 3.66477 -9.58404 2.40480 0.59 0.79 -0.57
H 4.46493 -10.96740 3.03913 0.00 -0.09 0.02
```
Positions in Å, forces in eV/Å.

Mulliken population analysis, charges in e, atoms 1 to 8: 0.922 0.932 0.969 0.691 -0.228 -0.240 -0.213 0.919

***

The following is a DFT calculation (ωB97M-V/def2-TZVPD) of a cluster of 2 separate species, C6H6F12N4O3S in total.

Frontier orbital gap: 10.165 eV
E_tot: -61867.3362 eV
Total charge: 0

Structure (XYZ):
```
32
Properties=species:S:1:pos:R:3:forces:R:3
N 2.02735 -0.89012 1.99242 -0.20 0.18 0.32
N 2.03023 0.08164 0.98622 0.11 0.46 0.31
C 1.23977 1.10976 0.92663 0.25 0.01 0.28
N 1.36912 2.04200 -0.09396 0.20 -0.28 0.03
N 0.31707 1.30018 1.92569 -0.24 -0.31 -0.93
C -0.89994 2.05446 1.72189 0.06 0.01 0.33
F -1.51451 2.06266 2.92590 0.08 -0.08 -0.13
F -0.62916 3.30761 1.37283 -0.03 0.01 -0.01
C -1.93951 1.49016 0.69251 -0.45 0.18 0.05
F -1.52319 1.75130 -0.55782 0.12 -0.09 0.17
F -3.09286 2.16621 0.90985 0.33 -0.10 -0.12
C -2.26525 -0.02360 0.82348 0.09 -0.07 -0.03
F -2.89250 -0.22233 1.99680 0.04 0.05 -0.06
F -1.11866 -0.74996 0.83268 -0.14 0.13 0.00
C -3.15074 -0.60028 -0.32089 0.06 -0.20 0.28
F -2.47440 -0.66119 -1.44730 0.13 0.05 -0.24
F -3.51098 -1.83253 0.03650 -0.04 -0.03 0.00
F -4.24436 0.13187 -0.49255 -0.11 0.13 0.01
H 2.58740 -1.65989 1.63953 0.03 0.01 -0.05
H 1.08445 -1.26546 2.06949 0.01 -0.18 -0.21
H 2.71339 -0.05981 0.23254 -0.12 -0.16 -0.30
H 0.88387 1.66556 -0.92134 -0.10 0.09 0.14
H 2.34663 2.09373 -0.37185 -0.07 0.04 0.01
H 0.12260 0.46978 2.47013 0.13 0.15 0.25
C 1.54430 -2.09384 -3.21552 0.08 -0.02 -0.03
F 0.29593 -2.45625 -3.51402 0.05 0.01 0.01
F 2.32409 -3.17517 -3.25306 -0.02 0.01 -0.03
F 1.96848 -1.22993 -4.14097 -0.01 -0.04 0.02
S 1.59431 -1.32658 -1.55065 -0.72 0.07 -0.01
O 1.10781 -2.34509 -0.64890 0.11 -0.03 0.02
O 0.70914 -0.17488 -1.68227 0.08 -0.12 -0.17
O 2.99013 -0.95998 -1.34400 0.27 0.14 0.06
```
Positions in Å, forces in eV/Å.

Mulliken population analysis, charges in e, atoms 1 to 8: -1.007 0.216 0.343 -0.490 -0.160 0.298 -0.300 -0.262

***

The following is a DFT calculation (ωB97M-V/def2-TZVPD) of the molecule C5H5Cl.

Frontier orbital gap: 9.850 eV
Structure (SMILES): C=C[C@H]1C=C1Cl
E_tot: -17784.6645 eV
Total charge: 0
ΔE to the lowest compared entry with this formula, charge and spin: 66.8 kcal/mol

Structure (XYZ):
```
11
Properties=species:S:1:pos:R:3:forces:R:3
C -1.79292 1.06450 0.06731 2.89 -2.09 -0.13
C -0.65541 0.41748 -0.36790 -0.83 0.58 -1.28
C 0.30322 -0.36094 0.45389 0.20 1.10 -0.14
C 1.15773 -1.42402 -0.18602 -1.53 -2.55 -0.25
C 1.79365 -0.35305 0.03651 -0.96 0.75 0.86
Cl 3.19969 0.53084 0.00563 0.54 0.31 -0.04
H -2.41300 1.55444 -0.59248 -1.03 1.02 -1.73
H -2.22150 1.08297 1.06084 0.69 -0.34 0.37
H -0.27681 0.36509 -1.49062 -1.38 0.64 2.14
H -0.05185 -0.40676 1.48469 0.68 -0.32 0.19
H 0.95720 -2.47055 -0.47186 0.72 0.89 0.00
```
Positions in Å, forces in eV/Å.

Mulliken population analysis, charges in e, atoms 1 to 8: -0.921 0.223 -0.350 -0.207 -0.019 -0.161 0.295 0.246

***

Look up the E_tot of the second one. -61867.3362 eV

***

total charge of number 3 (C5H5Cl)? 0

***

Look up the total charge of the second one. 0